(1)
Below is one molecule with the formula C6H10O, with properties calculated with ωB97M-V/def2-TZVPD.

LUMO	0.779	eV
highest occupied orbital energy	-7.365	eV
ΔE to the lowest compared entry with this formula, charge and spin	403.62	kJ/mol
total energy	-8427.0571	eV
orbital gap	8.14	eV
molecular weight	98.14	g mol⁻¹
max |F|	0.0096	hartree/bohr

```
! wB97M-V def2-TZVPD RIJCOSX def2/J DEFGRID3
* xyz 0 1
C -1.8802 1.4197 0.9537
C 0.2571 -0.6286 0.9440
C 0.1662 -1.7078 -0.1500
C 0.9702 -1.1111 -1.2809
C 1.2445 0.1801 -1.0786
C 0.5886 0.6598 0.1918
O -0.6173 1.4134 -0.2021
H -2.5765 1.9605 0.2790
H -0.6643 -0.4851 1.5169
H -1.4525 2.2453 1.5594
H 1.0882 -0.8540 1.6206
H -0.8737 -1.8745 -0.4647
H 0.5548 -2.6786 0.1760
H 1.2718 -1.6792 -2.1576
H 1.7866 0.8359 -1.7525
H 1.1567 1.3875 0.7764
H -1.0201 0.9166 -0.9312
*
```

Results of the Mulliken charge analysis, in e, for atoms 1 through 2:
1. C -0.729
2. C -0.652

=====

(2)
Below is C6H10O as an isolated structure in a non-equilibrium geometry, with properties calculated with ωB97M-V/def2-TZVPD.

LUMO	0.581	eV
highest occupied orbital energy	-8.105	eV
ΔE to the lowest compared entry with this formula, charge and spin	350.88	kJ/mol
total energy	-8427.6037	eV
orbital gap	8.69	eV
molecular weight	98.14	g mol⁻¹
max |F|	0.0234	hartree/bohr

```
! wB97M-V def2-TZVPD RIJCOSX def2/J DEFGRID3
* xyz 0 1
C -1.7578 -0.8412 -0.1167
C -1.0103 0.0752 -0.9887
O -0.7086 1.4063 -0.6374
C 0.6834 1.4687 -0.3961
C 1.0932 0.0412 0.0419
C 0.7541 -0.2392 1.5007
C 0.1377 -0.7919 -0.8230
H -0.3218 -0.3741 1.5658
H -1.5529 -1.3361 0.8107
H -2.7708 -1.0507 -0.4736
H -1.4832 -0.0389 -1.9633
H 1.2117 1.7919 -1.3085
H 0.8552 2.2239 0.3798
H 2.1654 -0.1161 -0.1649
H 1.0039 0.5770 2.1775
H 1.2391 -1.1649 1.8190
H 0.4619 -1.6312 -1.4232
*
```

Results of the Mulliken charge analysis, in e, for atoms 1 through 2:
1. C -0.947
2. C 0.212

=====

(3)
Below is C6H10O as an isolated structure, with properties calculated with ωB97M-V/def2-TZVPD.

LUMO	1.051	eV
highest occupied orbital energy	-9.606	eV
ΔE to the lowest compared entry with this formula, charge and spin	65.53	kJ/mol
total energy	-8430.5612	eV
orbital gap	10.66	eV
molecular weight	98.14	g mol⁻¹
max |F|	0.0084	hartree/bohr

```
! wB97M-V def2-TZVPD RIJCOSX def2/J DEFGRID3
* xyz 0 1
C -0.1135 0.6047 1.9893
C -0.1446 0.2029 0.5406
C -0.5444 1.0745 -0.6703
C -0.9097 -0.3331 -1.1618
C 0.4547 -1.0197 -1.3483
C 1.0690 -0.5799 0.0043
O -1.2459 -0.6909 0.2007
H -1.1114 0.8760 2.3503
H 0.5708 1.4449 2.1495
H 0.2557 -0.2453 2.5774
H 0.2366 1.6263 -1.2041
H -1.4207 1.6970 -0.4792
H -1.7043 -0.5283 -1.8833
H 1.0017 -0.6555 -2.2220
H 0.3491 -2.1039 -1.4292
H 1.2946 -1.4167 0.6716
H 1.9623 0.0472 -0.0856
*
```

Results of the Mulliken charge analysis, in e, for atoms 1 through 2:
1. C -1.534
2. C 0.918